No. 1
# C5H7NO

An isolated molecule of C5H7NO at a distorted geometry (wB97M-V/def2-TZVPD, the OMol25 dataset).

The geometry in ORCA input format:
```
! wB97M-V def2-TZVPD RIJCOSX def2/J DEFGRID3
* xyz 0 1
H -0.171 -1.686 0.929
C -0.584 0.293 0.147
H 2.800 -0.344 -0.031
H -1.901 -1.321 0.792
C -1.641 0.983 -0.607
C 0.777 0.488 -0.539
C -0.928 -1.194 0.310
H -0.961 -1.691 -0.665
O 1.884 0.419 1.583
H -0.526 0.761 1.136
N -2.472 1.519 -1.207
H 0.849 -0.119 -1.449
C 1.912 0.153 0.405
H 0.915 1.543 -0.818
*
```

Results
Gap between HOMO and LUMO ... 11.1 eV
SMILES string ... C[C@H](C#N)CC=O
E_LUMO ... 0.5994 eV
ΔE to the lowest compared entry with this formula, charge and spin ... 0.755 eV
Strongest force on any atom ... 1.1 eV Å⁻¹
Calculated total energy ... -324.6967 a.u.

No. 2
# C5H7NO

A 2-piece molecular cluster, C5H7NO overall (wB97M-V/def2-TZVPD, the OMol25 dataset).

The geometry in ORCA input format:
```
! wB97M-V def2-TZVPD RIJCOSX def2/J DEFGRID3
* xyz 0 1
N -0.580 0.744 -0.746
H 1.906 0.112 -1.310
O 1.604 1.601 -2.657
C 0.261 -0.208 1.404
C 0.213 0.758 0.240
C -1.480 -2.206 1.128
H 0.963 1.557 0.277
C -0.678 -1.319 1.268
H 0.027 0.377 2.301
H -1.198 -0.071 -0.715
C 1.387 0.506 -2.213
H 1.286 -0.579 1.541
H -2.190 -2.999 1.035
H 0.681 -0.221 -2.658
*
```

Results
Gap between HOMO and LUMO ... 10.5 eV
SMILES string ... [H]/N=C\CC#C.C=O
E_LUMO ... 0.7524 eV
ΔE to the lowest compared entry with this formula, charge and spin ... 3.690 eV
Strongest force on any atom ... 0.5 eV Å⁻¹
Calculated total energy ... -324.5889 a.u.